Entry 1:
Computed, not measured: 2 unconnected molecules or ions with the total composition C3H9S2, with the ωB97M-V functional and the def2-TZVPD basis.

Last columns: bonded neighbours and bond lengths (Å).
CARTESIAN COORDINATES (ANGSTROEM)
1 S -0.3301 -1.8015 -0.1930  C3 1.838, H11 1.454
2 S -1.0507 1.6490 0.9716  C5 1.823
3 C -0.2306 -0.8605 -1.7684  S1 1.838, C4 1.440, H9 1.098, H14 1.105
4 C 1.1933 -0.7001 -1.9073  C3 1.440, H6 1.106, H8 1.013, H13 1.151
5 C -0.5959 1.4971 2.7303  S2 1.823, H7 1.086, H10 1.160, H12 1.155
6 H 1.5702 -1.4074 -2.6689  C4 1.106
7 H -0.3063 0.4736 2.9512  C5 1.086
8 H 1.7926 -0.7760 -1.0941  C4 1.013
9 H -0.7978 -1.6553 -2.2698  C3 1.098
10 H -1.4995 1.8326 3.3766  C5 1.160
11 H -0.8621 -0.6935 0.5839  S1 1.454
12 H 0.2859 2.1025 3.1672  C5 1.155
13 H 1.6160 0.2745 -2.3496  C4 1.151
14 H -0.7851 0.0651 -1.5296  C3 1.105

Results
Net charge: -1
Strongest force on any atom (hartree/bohr): 0.128
Energy relative to the best compared isomer or geometry (same formula, charge and spin) (kcal/mol): 42.4
E_HOMO (eV): -2.686

These are the Löwdin partial charges, in e, on atoms 1 to 8: 0.540 0.090 -0.609 -0.282 -0.747 0.070 -0.038 -0.004

Entry 2:
Computed, not measured: 16 unconnected molecules or ions with the total composition H32O16, with the ωB97M-V functional and the def2-TZVPD basis.

Last columns: bonded neighbours and bond lengths (Å).
CARTESIAN COORDINATES (ANGSTROEM)
1 O 2.6643 -0.1954 1.2393  H22 0.945, H38 0.952
2 O -2.5677 0.2025 -0.7277  H24 0.966, H39 0.972
3 O 1.7536 -2.7013 0.7687  H33 0.970, H45 0.983
4 O -0.7545 -2.7829 1.9296  H41 0.988, H47 0.982
5 O -0.6328 -0.4123 -2.6826  H21 0.985, H44 0.956
6 O 3.2749 2.0736 -1.7272  H35 0.955, H40 0.929
7 O 0.9159 1.5870 -3.9869  H37 0.971, H48 0.983
8 O 0.1644 0.1487 3.1452  H25 0.955, H26 1.009
9 O -1.2111 -2.7301 -0.8667  H17 0.915, H42 0.932
10 O -3.7771 -2.5870 0.1937  H19 0.951, H34 0.937
11 O -1.9981 2.1682 2.0444  H28 0.984, H30 0.915
12 O 2.3505 -0.6645 -1.9723  H27 0.989, H32 0.943
13 O 0.1011 -0.0725 0.3147  H29 0.924, H36 0.956
14 O 0.7107 2.2273 -1.2346  H23 0.967, H46 0.962
15 O 1.5255 2.4409 1.2530  H20 0.983, H43 0.995
16 O -2.5049 -0.5195 2.1033  H18 0.941, H31 0.947
17 H -1.7369 -3.3903 -1.2194  O9 0.915
18 H -1.8917 -1.2275 2.1922  O16 0.941
19 H -3.7784 -2.9051 1.0895  O10 0.951
20 H 2.4394 2.5343 1.6017  O15 0.983
21 H -0.3859 -1.1873 -3.2389  O5 0.985
22 H 2.0519 0.4974 1.0441  O1 0.945
23 H 0.3053 3.0362 -1.5759  O14 0.967
24 H -3.4046 0.0904 -0.2593  O2 0.966
25 H 0.3183 0.3510 2.2242  O8 0.955
26 H 1.0085 0.4956 3.5751  O8 1.009
27 H 2.7447 0.2325 -2.1060  O12 0.989
28 H -2.9101 2.3811 2.3459  O11 0.984
29 H 0.3697 0.5879 -0.2735  O13 0.924
30 H -2.1081 2.3093 1.1474  O11 0.915
31 H -2.0862 0.3189 2.2424  O16 0.947
32 H 1.4321 -0.6575 -1.7603  O12 0.943
33 H 1.9103 -1.7539 0.6344  O3 0.970
34 H -2.9108 -2.2433 0.0950  O10 0.937
35 H 2.3771 2.3644 -1.5830  O6 0.955
36 H -0.8459 -0.0923 0.1872  O13 0.956
37 H 0.6377 1.2318 -3.1267  O7 0.971
38 H 3.4933 0.2138 1.0122  O1 0.952
39 H -2.4047 1.1587 -0.7866  O2 0.972
40 H 3.6797 2.4317 -2.4827  O6 0.929
41 H 0.1942 -2.5649 1.7596  O4 0.988
42 H -1.1042 -3.0443 0.0044  O9 0.932
43 H 1.0542 3.2921 1.4626  O15 0.995
44 H -0.8117 -0.8981 -1.8785  O5 0.956
45 H 1.7365 -3.1388 -0.1116  O3 0.983
46 H 1.0637 2.5836 -0.4135  O14 0.962
47 H -0.7407 -3.5066 2.5936  O4 0.982
48 H 0.2886 2.3164 -4.1896  O7 0.983

Results
Strongest force on any atom (hartree/bohr): 0.061
Energy relative to the best compared isomer or geometry (same formula, charge and spin) (kcal/mol): 115.4
E_HOMO (eV): -10.171

These are the Löwdin partial charges, in e, on atoms 1 to 8: -0.020 -0.044 -0.073 -0.077 -0.067 -0.031 -0.079 -0.074

> What is the energy relative to the best compared isomer or geometry (same formula, charge and spin) in the second record?

115.4 kcal/mol